Record 1
87
Properties=species:S:1:pos:R:3:mulliken_spin:R:1 method="wB97M-V/def2-TZVPD" total_energy_ha=-4415.31726 lumo_energy_ha="0.0885 / 0.0885" homo_ha="-0.1422 / -0.1423" gap_ev="6.28 / 6.28" charge=-1 s_squared=6.0187 spin_multiplicity=5
Fe 3.05197 0.17812 -5.70697 3.72
Cl -0.10825 -1.14398 -2.06394 0.00
Cl 3.61626 2.28538 -5.80722 0.10
Cl 3.94227 -1.28730 -4.38928 0.12
Si -0.48348 0.40720 -5.58738 0.04
O -0.88487 2.57796 -0.80535 0.00
O -3.61284 -1.98308 -0.32741 0.00
O 1.56162 -0.34323 -6.53771 0.08
N -0.54065 0.69024 1.77417 0.00
N -2.04524 -3.46318 -1.13506 0.00
N -2.17625 0.46286 3.31937 0.00
N -0.84242 4.00776 -2.58873 0.00
N 0.05793 0.40632 4.08188 0.00
C -0.28348 3.34773 -1.53351 0.00
C 1.45803 0.66100 3.82468 0.00
C -2.23881 3.81387 -2.92521 0.00
C -2.42669 -3.35191 -2.52951 0.00
C 0.13395 2.48468 -10.43592 0.00
C -2.58852 -2.65182 -0.18929 0.00
C 2.43127 -2.90075 -7.32588 0.01
C 1.31295 2.77932 -9.74834 0.00
C -0.21559 -0.47499 5.19844 0.00
C 0.06916 0.29086 -9.41841 0.00
C -0.83509 0.53035 3.02436 0.00
C -1.11225 0.19722 -3.89605 0.00
C 1.93933 -1.90834 -8.32917 -0.01
C -0.50756 1.25921 -10.25412 0.00
C 1.26556 0.57325 -8.75224 0.02
C -3.03351 0.58442 2.16079 0.00
C -0.88825 -4.28139 -0.83059 0.00
C -0.03902 2.19192 -5.93104 -0.01
C -1.65814 -0.30972 -6.84426 0.00
C 1.97690 -0.45146 -7.88896 -0.06
C 1.85972 1.83102 -8.89097 -0.01
C 1.70664 -2.22361 -9.61955 0.00
C 1.90254 -3.56589 -10.22633 0.00
C -2.74570 0.75163 4.61494 0.00
C -0.08058 4.96326 -3.37791 0.00
H -0.93235 -5.20574 -1.41874 0.00
H -2.62972 -0.40648 -6.33175 0.00
H 1.42744 -1.44836 -10.32954 0.00
H -2.74254 3.32147 -2.09065 0.00
H -0.90004 -4.48791 0.24436 0.00
H -2.69590 4.78930 -3.12796 0.00
H 1.94611 0.96340 4.75299 0.00
H -1.80729 0.34720 -7.71354 0.00
H 0.04349 -3.75575 -1.07690 0.00
H -3.16635 -2.55237 -2.64008 0.00
H 0.84156 5.20553 -2.83388 0.00
H 2.96425 -3.84800 -10.28033 0.00
H 1.52863 -3.52399 -11.25349 0.00
H -1.99518 -2.64853 0.75111 0.00
H -2.85788 -4.30675 -2.86461 0.00
H 1.81551 3.74096 -9.86914 0.00
H 1.97128 -0.22454 3.42632 0.00
H 0.17856 2.39024 -6.99128 0.00
H 3.47824 -2.70079 -7.04713 0.00
H -4.04462 0.82408 2.49610 0.00
H 1.84471 -2.87883 -6.39909 0.00
H -0.67245 5.87603 -3.53106 0.00
H -2.79946 -0.14872 5.23949 0.00
H 1.34841 -4.35165 -9.69752 0.00
H 2.76330 2.05042 -8.31705 0.00
H -2.08827 -0.30073 -3.91928 0.00
H 0.18818 4.55746 -4.36590 0.00
H -0.97866 -1.22043 4.95510 0.00
H 0.70805 -0.99953 5.46193 0.00
H 3.06948 -0.17651 -7.90851 0.02
H -0.53622 0.09531 6.07836 0.00
H 0.85880 2.48798 -5.36274 0.00
H -0.90235 2.81157 -5.63202 0.00
H -3.76930 1.10588 4.45206 0.00
H -1.35444 -1.30102 -7.21004 0.00
H -1.44893 1.02616 -10.75698 0.00
H -2.63056 1.36338 1.49791 0.00
H 1.52016 1.46377 3.08848 0.00
H -2.17966 1.52731 5.14730 0.00
H -0.38265 -0.70082 -9.31424 0.00
H -2.34210 3.19823 -3.83164 0.00
H -1.11195 1.11871 -3.30186 0.00
H -0.34646 -0.55884 -3.45526 0.00
H -0.29365 3.22346 -11.11070 0.00
H 2.36158 -3.91229 -7.73470 0.00
H -3.04166 -0.34595 1.57617 0.00
H 0.79683 3.59667 -1.42739 0.00
H -1.54469 -3.13464 -3.14979 0.00
H 0.46353 0.73311 1.58839 0.00

=====

Record 2
88
Properties=species:S:1:pos:R:3:lowdin_charge:R:1 method="wB97M-V/def2-TZVPD" total_energy_ha=-5738.33379 lumo_energy_ha="-0.0903 / -0.0902" homo_ha="-0.3708 / -0.3708" gap_ev="7.63 / 7.64" charge=+1 spin_multiplicity=1
Ge -0.02451 2.54432 -1.19296 1.05
Co -0.18046 -0.29131 -0.14221 0.31
S 0.14893 -1.71264 -1.83465 0.84
Si 2.27121 -4.64498 -2.12280 0.49
O 1.12416 1.03631 -0.61749 -0.39
O -1.26279 1.06013 -0.96446 -0.41
O -0.28925 3.25215 0.47518 -0.33
N -0.44809 0.53219 1.65871 0.20
N 1.01111 -1.63400 0.49543 -0.08
N -1.62978 -1.45296 0.40868 0.16
N 0.06157 2.27086 5.79052 0.19
N -0.55513 0.89398 4.08741 0.13
N -3.58056 -2.77467 1.11048 -0.17
N 0.68498 2.82492 3.63496 0.19
C 2.82607 0.35956 -2.24734 -0.04
C 0.84313 5.33221 0.97764 -0.04
C -0.51144 0.67592 2.80220 -0.26
C -2.78294 2.28091 -2.40172 -0.07
C -1.13276 5.34566 -0.51877 -0.07
C -4.28212 -3.62429 0.14536 -0.01
C 0.06125 1.99294 4.48184 -0.49
C 2.96323 2.53446 -1.02740 -0.07
C -4.16561 -2.58466 2.43899 -0.01
C 1.16091 -2.39871 -0.59497 -0.64
C 3.97149 -5.37281 -1.94333 -0.18
C 2.48531 -2.98831 1.71986 -0.04
C -3.57803 1.18596 -0.32326 -0.01
C -2.54398 -2.06837 0.73655 -0.18
C 1.64928 -1.90225 1.63498 -0.11
C -2.85033 -0.18779 -2.31857 -0.05
C 2.54032 1.06445 -0.92866 -0.64
C 2.00905 -3.51289 -0.62033 -0.21
C 3.34684 0.42871 0.19665 -0.02
C -1.43287 4.77999 1.88335 -0.03
C 0.97379 -5.96827 -2.04263 -0.17
C 2.66170 -3.78021 0.58119 -0.05
C -0.49132 4.65351 0.68892 -0.71
C -2.60365 1.06866 -1.49289 -0.65
C 2.15652 -3.70650 -3.71776 -0.19
H -5.15925 -2.14480 2.35122 0.10
H 3.86074 0.54519 -2.54277 0.10
H 4.40577 0.64975 0.05748 0.10
H -5.27262 -3.21871 -0.06128 0.10
H 2.68031 -0.71758 -2.16867 0.04
H 2.81265 -2.83206 -3.72553 0.04
H -1.34182 6.39063 -0.28392 0.09
H 3.33844 -4.62575 0.63928 0.11
H -2.40514 4.34563 1.64399 0.08
H 0.69455 6.37654 1.25931 0.09
H -0.36118 1.60603 6.41369 0.12
H -0.02695 -5.53739 -2.13693 0.03
H -4.61090 1.16697 -0.67730 0.09
H 1.03516 3.71355 3.94550 0.12
H 2.46911 -4.36559 -4.53267 0.04
H 2.50971 3.02969 -1.88596 0.06
H 4.04545 2.59835 -1.14447 0.10
H 1.10672 -6.69067 -2.85286 0.04
H -4.38097 -4.62904 0.55384 0.10
H 1.36392 4.83163 1.79185 0.06
H -1.02223 4.23959 2.74127 0.06
H 4.22880 -5.92826 -2.84902 0.04
H 0.56925 3.04654 6.17368 0.12
H -3.71378 -3.67080 -0.78001 0.10
H -2.09152 2.25254 -3.24471 0.08
H -4.24049 -3.54718 2.94327 0.10
H 3.03321 0.83306 1.16274 0.09
H 1.48445 5.30773 0.09097 0.09
H -3.80105 2.29014 -2.79278 0.10
H -0.47872 5.32201 -1.39230 0.07
H -3.43372 0.37216 0.38673 0.06
H 4.72600 -4.59429 -1.80564 0.04
H 3.00147 -3.20569 2.64381 0.11
H 2.68550 3.06853 -0.11151 0.08
H -3.40428 2.12450 0.20651 0.08
H -3.53283 -1.92378 3.02476 0.09
H 4.04096 -6.07089 -1.10559 0.03
H 3.24207 -0.65338 0.20648 0.06
H 1.02420 -6.51069 -1.09522 0.04
H 1.47724 -1.22891 2.46305 0.11
H 2.16843 0.73930 -3.03163 0.09
H 0.55908 2.69564 2.63499 0.08
H -2.75113 -1.09264 -1.72281 0.04
H 1.14011 -3.37046 -3.93101 0.01
H -2.63257 3.21327 -1.85336 0.05
H -1.57889 5.82565 2.16202 0.09
H -2.13554 -0.24291 -3.14310 0.08
H -2.07734 4.86372 -0.77991 0.07
H -3.85568 -0.15912 -2.74213 0.10

=====

Record 3
84
Properties=species:S:1:pos:R:3:lowdin_charge:R:1 method="wB97M-V/def2-TZVPD" total_energy_ha=-1873.74309 lumo_energy_ha=0.0886 homo_ha=-0.1772 gap_ev=7.23 charge=-1 spin_multiplicity=1
In 1.56943 0.99959 -2.44078 0.92
F 1.32700 1.25876 -4.46691 -0.54
O -3.15470 -7.65103 -1.46782 -0.13
O -0.74435 -0.51947 -1.04534 -0.31
O -2.68324 4.66861 4.33953 -0.20
O -2.22045 4.20809 1.30378 -0.13
O 6.68838 -1.27376 0.25909 -0.20
O -4.78090 -5.68618 0.27725 -0.20
O -2.74253 -4.68286 -2.23117 -0.20
O 0.39863 4.54388 2.90711 -0.20
C -6.11670 -5.72730 0.71791 -0.12
C -0.47314 0.82165 -1.51952 -0.28
C 2.51899 5.09490 -0.85795 -0.16
C -4.04629 -6.83222 0.67288 -0.21
C -3.59169 5.45622 5.06874 -0.12
C -1.43000 5.36199 1.56063 -0.18
C -2.89039 -5.80694 -3.07432 -0.22
C 5.34061 -1.18568 -0.21796 -0.22
C 1.60678 3.81110 2.85186 -0.10
C 1.89897 4.06891 -1.49827 -0.15
C 2.48030 2.81740 -1.48692 -0.22
C -1.91984 -0.48070 -0.26585 -0.17
C -3.33988 3.77864 3.45003 -0.20
C 7.46176 -0.14692 -0.07524 -0.13
C 3.69005 4.95522 -0.18211 -0.14
C 5.25912 -1.52442 -1.70918 -0.19
C 4.29141 3.72338 -0.16527 -0.12
C 2.78865 -0.83871 -2.06572 -0.25
C -3.80108 -6.83429 -2.43785 -0.18
C 4.26934 -0.67255 -2.49495 -0.32
C -2.84406 -7.03927 -0.22286 -0.18
C -1.60077 -3.91150 -2.56225 -0.08
C 0.05390 5.07847 1.63797 -0.20
C 3.67455 2.68838 -0.81471 -0.16
C -2.39506 3.29109 2.37245 -0.18
H -4.11895 -7.52744 -3.22053 0.12
H 4.33144 -0.99567 -3.53665 0.10
H -1.78141 5.89521 2.44701 0.12
H -3.33223 -5.47144 -4.02415 0.13
H -2.37367 -1.47052 -0.18269 0.07
H 0.61201 6.01555 1.50333 0.13
H -6.17027 -5.77310 1.81244 0.09
H -2.17853 -7.74510 0.27993 0.13
H 6.24707 -1.40438 -2.16148 0.10
H -0.68812 -4.50719 -2.44753 0.09
H 5.21842 3.54750 0.36638 0.10
H 2.05470 6.07872 -0.87167 0.10
H -2.84768 2.40947 1.91248 0.12
H -4.69891 -6.36916 -2.02720 0.12
H -4.68293 -7.72494 0.63662 0.13
H 4.95471 -0.18711 0.01028 0.10
H -4.19300 6.08082 4.39668 0.09
H -1.43514 2.98490 2.79196 0.12
H -6.64221 -6.58908 0.28824 0.09
H -3.70348 -6.67751 1.70572 0.13
H -4.25402 4.83079 5.68021 0.08
H -2.64660 0.20933 -0.70713 0.08
H -1.55075 -3.06837 -1.87676 0.07
H 1.81170 3.43287 3.85280 0.08
H 2.43854 4.44740 2.53214 0.08
H 6.86005 0.66350 -0.49529 0.08
H -1.70185 -0.08156 0.73510 0.08
H -3.69852 2.91775 4.03238 0.13
H 1.51589 2.96134 2.16640 0.09
H -1.67097 -3.53171 -3.58679 0.09
H 0.33427 4.38064 0.84271 0.12
H -6.60745 -4.81687 0.37866 0.09
H 8.20850 -0.40848 -0.83417 0.08
H 2.34886 -1.57998 -2.73645 0.02
H -1.24922 1.12357 -2.23220 0.04
H -1.59677 6.01325 0.69931 0.13
H 2.65943 -1.21201 -1.04855 0.03
H 0.95367 4.21082 -2.00380 0.10
H 5.01004 -2.58257 -1.81036 0.11
H -1.91337 -6.26348 -3.27660 0.13
H 4.15332 1.71373 -0.79734 0.06
H 4.15345 5.77862 0.34672 0.10
H 8.01532 0.22891 0.78719 0.08
H 4.55392 0.38193 -2.50602 0.07
H -4.19777 4.27644 2.98108 0.13
H -3.01570 6.10760 5.72420 0.09
H -0.50143 1.48940 -0.64797 0.03
H 4.76214 -1.89442 0.37037 0.12
H -2.28929 -6.11043 -0.36528 0.12